(1)
{"formula": "C29H40N4O4Se3SiTeW", "method": "ωB97M-V/def2-TZVPD", "symbols": ["W", "Te", "Se", "Se", "Se", "Si", "O", "O", "O", "O", "N", "N", "N", "N", "C", "C", "C", "C", "C", "C", "C", "C", "C", "C", "C", "C", "C", "C", "C", "C", "C", "C", "C", "C", "C", "C", "C", "C", "C", "C", "C", "C", "C", "H", "H", "H", "H", "H", "H", "H", "H", "H", "H", "H", "H", "H", "H", "H", "H", "H", "H", "H", "H", "H", "H", "H", "H", "H", "H", "H", "H", "H", "H", "H", "H", "H", "H", "H", "H", "H", "H", "H", "H"], "coordinates": [[1.1642, 0.7786, -1.7609], [1.5941, -0.5953, -5.1654], [2.7875, 2.4178, -3.0132], [0.1380, -1.0132, -3.1240], [3.2763, 0.2285, -3.4426], [-1.0753, -0.7503, 0.3300], [-1.1175, -1.9464, -0.7679], [-0.0968, 0.3655, -0.4940], [-2.4806, -0.0815, 0.7062], [-0.2783, -1.2335, 1.6329], [1.1603, 2.6436, -0.6078], [-0.2733, 2.2213, -2.6189], [0.3998, 3.6053, -0.8325], [2.5941, 0.5235, -0.3948], [2.0721, 3.6829, 1.4282], [-1.9979, 4.2406, -3.4924], [3.6581, 1.3665, 1.6662], [4.9332, -2.9558, -0.4439], [2.0070, 2.6506, 0.4839], [-1.2311, 4.4162, -2.3560], [-4.7852, 0.4720, 0.7087], [3.5633, -3.0388, -0.2441], [2.9385, 3.5445, 2.4812], [3.7240, 2.3858, 2.5921], [-3.0358, 2.2005, 0.2326], [-0.3854, 3.3965, -1.9582], [5.5439, -1.7156, -0.6113], [-3.4535, 0.7504, 0.0366], [2.7854, 1.4871, 0.5822], [-0.2856, -4.1131, -0.1304], [-1.0231, 2.0696, -3.7233], [2.7939, -1.8840, -0.2097], [-2.0115, -3.8268, -1.9269], [3.4134, -0.6530, -0.3825], [4.7856, -0.5568, -0.5861], [-1.5206, -3.3437, -0.5747], [-1.1648, -1.3960, 3.8495], [-2.6311, -3.4195, 0.4628], [-3.4990, 0.3801, -1.4403], [1.2910, -1.1237, 3.4097], [-0.1104, -0.7233, 2.9872], [-1.8823, 3.0431, -4.1852], [-0.2732, 0.7914, 3.0018], [4.3964, 2.2838, 3.4341], [1.7289, -1.9298, -0.0187], [-1.0791, -1.0621, 4.8840], [2.0339, -0.6376, 2.7735], [-3.7383, -0.6777, -1.5592], [-2.3361, -4.8649, -1.8561], [-4.2589, 0.9666, -1.9575], [3.0148, 4.3218, 3.2287], [-0.0420, 1.1806, 3.9936], [-1.2959, 1.0747, 2.7505], [-0.9277, 1.1359, -4.2502], [1.4149, -2.2046, 3.3277], [-2.2918, -3.0471, 1.4320], [-1.0416, -2.4798, 3.8250], [1.4738, -0.8322, 4.4444], [-1.2540, 5.3201, -1.7639], [-2.6663, 5.0190, -3.8350], [6.6134, -1.6531, -0.7607], [5.5308, -3.8573, -0.4674], [-0.5146, -5.1749, -0.0359], [0.0662, -3.7451, 0.8354], [-3.0443, 2.4591, 1.2921], [-3.7195, 2.8709, -0.2898], [-2.8541, -3.2235, -2.2682], [3.0914, -4.0024, -0.1011], [-5.5671, 1.0932, 0.2708], [-2.1639, -1.1458, 3.4871], [-4.7234, 0.6906, 1.7748], [-2.0241, 2.3544, -0.1499], [4.2575, 0.4767, 1.7889], [-2.9423, -4.4562, 0.5950], [0.4125, 1.2557, 2.2865], [-3.4995, -2.8403, 0.1433], [0.5112, -4.0003, -0.8710], [-1.2151, -3.7715, -2.6711], [1.4447, 4.5554, 1.3117], [-2.5300, 0.5687, -1.9124], [5.2479, 0.4147, -0.7216], [-2.4562, 2.8482, -5.0800], [-5.0640, -0.5752, 0.5858]], "mulliken_charge": [-1.983, -0.031, 0.007, -0.098, -0.001, -3.300, 0.952, 4.232, -0.451, 0.638, 1.598, 0.828, -1.597, 1.506, -0.454, -0.520, -1.160, -0.784, 0.092, -0.471, -1.846, -0.967, -0.913, -0.710, -1.172, -0.330, -0.743, 1.622, 1.599, -1.308, -0.185, 0.459, -1.613, -0.891, 0.022, 1.368, -1.795, -1.319, -0.959, -1.370, 1.614, -0.824, -1.397, 0.470, 0.203, 0.507, 0.163, 0.212, 0.464, 0.595, 0.457, 0.616, 0.097, 0.289, 0.281, 0.135, 0.310, 0.470, 0.612, 0.481, 0.478, 0.458, 0.602, 0.080, 0.360, 0.522, 0.271, 0.529, 0.427, 0.238, 0.355, -0.024, 0.464, 0.604, 0.273, 0.260, 0.203, 0.313, 0.548, -0.045, 0.525, 0.507, 0.348], "total_charge": 2, "homo_lumo_gap_ev": 6.00, "e_homo_ev": -13.787, "fmax_ev_per_a": 1.526, "relative_energy_kj_mol": 0.00, "energy_ha": -9477.73601}

---

(2)
{"formula": "C29H40N8O15", "method": "ωB97M-V/def2-TZVPD", "symbols": ["O", "O", "O", "O", "O", "O", "O", "O", "O", "O", "O", "O", "O", "O", "O", "N", "N", "N", "N", "N", "N", "N", "N", "C", "C", "C", "C", "C", "C", "C", "C", "C", "C", "C", "C", "C", "C", "C", "C", "C", "C", "C", "C", "C", "C", "C", "C", "C", "C", "C", "C", "C", "H", "H", "H", "H", "H", "H", "H", "H", "H", "H", "H", "H", "H", "H", "H", "H", "H", "H", "H", "H", "H", "H", "H", "H", "H", "H", "H", "H", "H", "H", "H", "H", "H", "H", "H", "H", "H", "H", "H", "H"], "coordinates": [[-1.6489, -0.5913, -0.9236], [-5.3804, 1.0471, -1.3778], [2.2164, -2.6730, 2.1650], [0.0744, 0.2266, -1.9347], [5.0734, 2.7918, 2.7988], [4.8845, -6.6172, -0.1931], [-1.6263, 3.1091, 3.1648], [-0.2049, -6.0084, -3.1686], [6.6316, -5.3281, -4.5259], [-8.9633, 3.3556, 2.0083], [4.2278, -0.3489, -3.7543], [2.5749, 5.8084, -1.7472], [-0.3220, 0.7335, 0.0791], [-3.6665, 8.1316, 2.9663], [-3.4624, -3.9746, 3.5656], [-3.0891, -3.6880, 1.3821], [2.1445, 3.7075, -1.4123], [1.0769, 5.0726, -0.2968], [-3.0872, -1.9917, 2.6139], [0.3296, -4.1247, -2.0560], [2.9774, 2.4153, 2.4312], [4.3989, 1.8532, 1.0002], [-1.4240, -4.1338, -3.2389], [-3.1430, -3.2788, 2.6137], [4.2942, -5.6005, 0.3090], [4.0732, -2.6501, -4.4780], [3.2851, -5.9400, 1.1255], [6.8388, -2.9636, -4.1215], [-3.5523, 6.0322, 2.0062], [-1.6743, 5.3294, 4.0205], [4.6771, -4.3201, 0.0521], [-8.2407, 2.6895, 1.0629], [-6.4652, 1.1045, 0.7256], [2.0006, 4.9178, -1.1913], [6.0698, -4.0542, -4.5382], [4.6635, -3.8834, -4.6777], [-6.4671, 1.4638, -0.6500], [6.1971, -1.7551, -3.7990], [-0.4282, -4.8335, -2.7950], [4.8568, -1.6127, -3.9378], [-0.6348, 0.1133, -0.9276], [-2.1056, 4.3555, 3.1227], [4.1526, 2.4412, 2.1022], [2.9561, -3.6620, 1.5862], [-3.0370, 4.7122, 2.0943], [-7.4709, 1.7044, 1.5042], [-7.3202, 2.4161, -1.1827], [-2.2147, 6.6197, 3.9580], [-3.1247, 6.9176, 2.9385], [-8.2424, 3.0089, -0.2577], [2.5670, -4.9216, 1.8094], [4.0556, -3.3240, 0.8133], [3.5715, 1.8370, 0.4212], [2.6110, 3.4533, -2.2713], [3.0051, -2.5419, -4.3601], [-2.0558, -4.5203, -3.9255], [-4.8215, 0.4371, -0.8908], [4.0898, -4.7934, -4.7734], [1.2900, -4.3636, -1.8544], [-5.9346, 0.2818, 1.1818], [2.6719, 2.7925, 3.3169], [1.7777, -5.0374, 2.5374], [-2.0273, 7.3991, 4.6818], [5.3372, -4.0544, -0.7604], [2.9962, -6.9509, 1.3726], [-2.5901, -1.6075, 1.8230], [0.7125, 5.8564, 0.2256], [-0.9653, 5.0723, 4.7936], [-3.3467, 3.9146, 1.4351], [5.8181, -6.4683, -0.3598], [-7.2039, 2.8571, -2.1616], [-1.3175, 2.7566, 2.3269], [-7.4494, 1.4526, 2.5543], [0.8123, 4.1758, 0.0852], [-1.6996, -3.2813, -2.7727], [7.8907, -3.0964, -3.9156], [2.2541, 1.9478, 1.9035], [-0.1491, -3.3070, -1.7062], [-4.3686, 6.3453, 1.3722], [-4.6116, 7.9681, 3.0079], [-8.8106, 3.8616, -0.5992], [-3.0705, -1.4334, 3.4554], [4.2357, -2.2756, 0.6267], [3.3341, -0.5405, -3.4607], [-3.3149, -4.6311, 1.0997], [1.3945, -2.4602, 1.7169], [6.7478, -0.8770, -3.4955], [5.3438, 1.7457, 0.6601], [1.5346, 2.9504, -1.1387], [-8.5534, 3.3823, 2.8760], [7.5694, -5.1414, -4.6111], [-3.0095, -2.9051, 0.7490]], "mulliken_charge": [-0.754, -0.475, -0.589, -0.816, -0.770, -0.519, -0.554, -0.767, -0.524, -0.593, -0.540, -0.742, -0.736, -0.564, -0.739, -0.294, -0.237, -0.283, -0.323, -0.159, -0.235, -0.331, -0.372, 0.637, 0.691, -0.493, -0.511, -0.366, -0.690, -0.405, -0.655, 0.477, -0.740, 0.608, 0.592, -0.488, 0.599, -0.641, 0.726, 0.466, 0.418, 0.154, 0.689, -0.071, -0.335, -0.425, -0.635, -0.577, 0.611, -0.292, -0.254, -0.528, 0.154, 0.173, 0.354, 0.188, 0.219, 0.403, 0.088, 0.529, 0.180, 0.461, 0.377, 0.433, 0.398, 0.169, 0.177, 0.416, 0.587, 0.304, 0.405, 0.278, 0.282, 0.132, 0.162, 0.268, 0.126, 0.103, 0.370, 0.315, 0.330, 0.189, 0.521, 0.278, 0.192, 0.309, 0.392, 0.189, 0.143, 0.313, 0.285, 0.158], "total_charge": -2, "homo_lumo_gap_ev": 3.36, "e_homo_ev": -0.079, "fmax_ev_per_a": 10.918, "relative_energy_kj_mol": 467.30, "energy_ha": -2695.69805}